C6H11NO | ωB97M-V/def2-TZVPD

XYZ file:
```
19
Properties=species:S:1:pos:R:3:mulliken_charge:R:1
C 2.01 -0.98 -0.62 -1.012
C 1.31 0.12 -1.35 -0.150
C 1.68 1.39 -1.25 -0.143
O 1.07 2.38 -2.00 -0.474
H 2.47 -1.67 -1.33 0.304
H 2.78 -0.62 0.06 0.322
H 1.29 -1.57 -0.04 0.190
H 0.52 -0.16 -2.04 0.386
H 2.26 1.75 -0.41 0.247
H 1.65 3.13 -1.99 0.331
C -2.46 0.35 0.11 -0.521
C -2.33 0.24 1.43 -0.009
N -1.22 -0.24 2.15 -0.402
C -1.00 -1.48 2.02 -0.383
H -1.62 0.27 -0.56 0.134
H -3.42 0.62 -0.30 0.249
H -3.16 0.54 2.06 0.289
H -0.12 -1.90 2.50 0.312
H -1.71 -2.16 1.55 0.328
```

Properties
ΔE to the lowest compared entry with this formula, charge and spin = 3.092 eV
lowest unoccupied orbital energy = 0.964 eV
highest occupied orbital energy = -8.682 eV
M = 113.2 g/mol
frontier orbital gap = 9.65 eV
SMILES = C/C=C/O.C=CN=C
F_max = 1.06 eV Å⁻¹